Record 1
DFT (ωB97M-V/def2-TZVPD) results for a structure of composition C53H64BN7OS8W.

Geometry as XYZ:
```
135
Properties=species:S:1:pos:R:3
W -0.14545 -0.60430 -0.07558
C -3.88061 3.18490 1.46113
C -2.95998 2.45863 2.39024
C -2.98926 2.61924 3.74220
C -2.07460 1.92498 4.57580
N -1.20458 1.09291 4.06820
N -1.18774 0.92694 2.74254
B -0.18185 -0.11494 2.17068
N -0.53865 -1.49255 2.86586
N -1.68385 -1.60451 3.53489
C -1.97041 -2.76746 4.06184
C -1.04093 -3.83651 4.00824
C 0.11622 -3.72304 3.29130
C 1.11532 -4.82865 3.14883
C 0.28724 -2.49605 2.60142
S 1.42544 -2.22820 1.31646
C -3.30422 -2.89648 4.78044
C -3.85518 -4.31878 4.63249
C -4.32171 -1.91562 4.19582
C -3.06980 -2.57600 6.26253
N 1.25132 0.33689 2.63328
N 1.59896 0.02975 3.89072
C 2.77521 0.41766 4.31156
C 3.63193 1.18348 3.48188
C 3.28087 1.48385 2.20102
C 4.17102 2.23739 1.26429
C 2.02333 0.98247 1.76888
S 1.51947 1.13366 0.11055
C 3.20882 0.00465 5.70646
C 4.46436 -0.86843 5.57764
C 2.10916 -0.78558 6.41009
C 3.53896 1.26497 6.51946
C -1.98128 1.55296 1.89016
S -1.76979 1.28266 0.20473
C -1.98848 2.13530 6.08317
C -1.93925 0.78224 6.80479
C -0.68814 2.91232 6.34053
C -3.17429 2.94230 6.60922
H -4.71700 3.61392 2.00627
H -4.25745 2.52759 0.67985
H -3.34657 3.99085 0.95320
H -3.72680 3.27290 4.18353
H -1.25399 -4.75780 4.53155
H 1.12414 -5.44851 4.04322
H 2.11531 -4.43667 2.97610
H 0.86215 -5.46388 2.29816
H -3.87647 -4.63467 3.58674
H -4.87697 -4.34711 5.00931
H -3.28752 -5.05258 5.20334
H -4.57443 -2.18637 3.16826
H -3.95216 -0.89078 4.20346
H -5.23576 -1.95739 4.78627
H -2.35434 -3.26548 6.71254
H -4.00561 -2.65775 6.81515
H -2.68573 -1.56153 6.38031
H 4.58786 1.51100 3.86682
H 4.98009 2.71682 1.80884
H 3.61558 2.99496 0.71358
H 4.59955 1.55588 0.52804
H 4.25984 -1.76762 4.99516
H 4.79784 -1.17697 6.56795
H 5.28972 -0.33577 5.10602
H 1.85701 -1.69430 5.86362
H 1.19887 -0.19726 6.51345
H 2.45529 -1.06647 7.40398
H 4.43479 1.76509 6.15165
H 3.72226 0.99089 7.55738
H 2.71685 1.98103 6.50154
H -1.33827 0.05647 6.25999
H -2.94433 0.37658 6.93336
H -1.50830 0.91011 7.79703
H 0.16919 2.35375 5.96382
H -0.55824 3.07080 7.41034
H -0.70340 3.88785 5.85231
H -4.12754 2.47305 6.36183
H -3.18014 3.96681 6.23640
H -3.11091 2.99778 7.69527
N 0.74147 -2.21401 -1.45228
C 1.85118 -1.41346 -1.94475
C 3.16161 -1.68980 -1.58849
C 4.16352 -0.83425 -2.01274
C 3.85382 0.26602 -2.80850
C 2.54239 0.51147 -3.18357
C 1.51878 -0.32162 -2.74703
C 0.09297 -0.10219 -3.09456
C -0.27035 0.00607 -4.43393
C -1.60114 0.13136 -4.79183
C -2.57038 0.15273 -3.80113
C -2.20298 0.06058 -2.46548
C -0.86673 -0.06411 -2.06735
H 1.07865 -3.05772 -0.98753
H 0.11650 -2.45146 -2.22556
H 3.39784 -2.55677 -0.98407
H 5.18991 -1.03493 -1.73905
H 4.64133 0.92438 -3.14707
H 2.29361 1.36883 -3.79452
H 0.49807 -0.02062 -5.19593
H -1.87905 0.20823 -5.83379
H -3.61413 0.24824 -4.06796
H -2.99223 0.11482 -1.72492
C -6.28458 -6.44712 -0.38468
C -5.40354 -5.24615 -0.24011
C -4.01857 -5.39507 -0.15011
C -3.17256 -4.31481 -0.00290
C -1.69522 -4.57643 0.07435
C -3.75232 -3.01999 0.07033
C -2.99264 -1.83348 0.23968
O -1.73465 -1.73990 0.13989
C -5.16923 -2.85072 -0.00361
C -5.82708 -1.49638 0.04225
C -5.95785 -3.96995 -0.16895
H -5.76669 -7.26413 -0.88181
H -7.19049 -6.20878 -0.93803
H -6.58662 -6.80014 0.60375
H -3.59499 -6.39017 -0.19809
H -1.52188 -5.61737 0.34088
H -1.18255 -3.93926 0.79482
H -1.23605 -4.40657 -0.90307
H -3.50304 -0.89928 0.48952
H -5.62144 -0.97198 0.97634
H -6.90549 -1.60416 -0.03825
H -5.49436 -0.86240 -0.78016
H -7.03124 -3.85738 -0.24910
C -1.97845 5.86163 -0.92902
S -3.24602 5.14066 -1.99332
C -2.42690 4.62092 -3.42659
C -1.18903 3.96639 -3.57407
S -0.18712 3.43057 -2.36830
S -0.78490 3.61520 -5.24497
C -2.24254 4.15245 -6.00387
S -2.57801 4.02527 -7.58051
S -3.34624 4.87649 -4.85801
H -2.54529 6.44744 -0.20716
H -1.33740 6.52762 -1.49955
H -1.38370 5.10218 -0.43399
```

* molecular weight: 1266.3 g mol⁻¹
* largest force on an atom: 2.025 eV Å⁻¹
* highest occupied orbital energy (spin up / spin down): -11.224 / -11.898 eV
* frontier orbital gap (spin up / spin down): 5.402 / 5.682 eV
* expectation value of S²: 2.046
* E: -5793.6363 Ha
* total charge: +2
* multiplicity: 3

Mulliken population analysis, charges in e, atoms 1 to 99: -0.346 -1.715 0.454 -0.853 -0.263 -0.632 0.557 -0.176 0.912 -0.471 -0.098 -0.988 0.752 -1.888 0.776 -0.648 2.531 -2.021 -1.616 -1.535 0.492 -0.068 -0.034 -0.575 -0.146 -1.763 0.977 -0.139 2.261 -1.746 -1.719 -1.586 0.985 0.001 2.571 -1.325 -1.548 -2.378 0.453 0.364 0.113 0.658 0.495 0.494 0.394 0.287 0.346 0.492 0.385 0.309 0.061 0.582 0.390 0.520 -0.022 0.529 0.460 0.374 0.281 0.313 0.480 0.366 0.247 0.165 0.570 0.362 0.503 0.212 -0.132 0.461 0.389 0.122 0.492 0.403 0.522 0.436 0.405 -0.248 1.019 -0.998 -0.812 -0.944 -0.589 0.004 0.514 -0.313 -1.095 -1.200 -0.348 1.215 0.412 0.380 0.474 0.473 0.471 0.492 0.513 0.472 0.523

Record 2
DFT (ωB97M-V/def2-TZVPD) results for a structure of composition C31H22F5N7O3TeTi.

Geometry as XYZ:
```
70
Properties=species:S:1:pos:R:3
Ti 0.92338 -0.02737 -1.21873
C 0.07842 -2.53015 -4.81998
C -1.29125 -2.81700 -4.81365
C -1.98611 -2.65355 -3.64825
C -1.33202 -2.17453 -2.48662
N -0.04380 -1.75893 -2.53718
C 0.63898 -2.01701 -3.67676
N -2.06089 -2.20897 -1.35228
C -1.60461 -1.92392 -0.15672
N -0.43836 -1.30538 0.25747
C -0.54113 -1.16242 1.61288
N 1.80885 -0.85938 1.90214
C 2.75842 0.09739 1.50013
C 3.65777 0.66554 2.38786
C 4.60261 1.54074 1.88288
C 4.63310 1.79216 0.51809
C 3.68259 1.20077 -0.29132
N 2.73830 0.39351 0.20361
C -1.75142 -1.70277 2.12782
C -2.34279 -1.80197 3.39944
C -3.57739 -2.40587 3.49637
C -4.24156 -2.91146 2.36527
C -3.67620 -2.80624 1.10993
C -2.43362 -2.19429 1.00363
H 0.69725 -2.69422 -5.69041
H -1.78455 -3.19126 -5.70184
H -3.03135 -2.90997 -3.55376
H 1.69397 -1.79041 -3.64093
H 3.61901 0.39407 3.43317
H 5.32715 2.00057 2.54232
H 5.37654 2.44271 0.08097
H 3.64465 1.37951 -1.35551
H -1.86461 -1.41269 4.28759
H -4.04956 -2.49057 4.46682
H -5.20802 -3.38280 2.48685
H -4.17308 -3.17667 0.22314
O 0.96916 -0.78403 6.64856
C 0.46383 0.37373 6.17974
O 0.08303 1.21792 6.93891
C 0.40197 0.55024 4.68898
C 0.23208 1.88850 4.21502
C 0.13187 2.13756 2.85685
C 0.21640 1.12489 1.92441
C 0.48522 -0.32513 2.33063
C 0.47673 -0.48074 3.82378
N -0.06143 1.28078 0.57765
C -0.85892 2.16916 0.12740
C -1.29131 2.14071 -1.27659
C -2.00041 3.20340 -1.80763
C -2.41427 3.14399 -3.12955
C -2.14876 2.00306 -3.85880
C -1.46014 0.96561 -3.24328
N -1.02837 1.02810 -1.98962
H 1.31380 -1.32561 5.92806
H 0.16995 2.68726 4.93904
H -0.00415 3.15797 2.51947
H 1.66254 -1.51574 1.14386
H 0.61979 -1.50696 4.14304
H -1.33677 2.91041 0.76918
H -2.20589 4.07139 -1.19581
H -2.93560 3.97850 -3.57844
H -2.45330 1.90566 -4.89092
H -1.24821 0.04908 -3.78097
F 3.15292 -0.32443 -5.05272
Te 2.01678 1.08656 -4.40953
F 1.32166 1.76391 -1.63086
F 2.08412 1.64722 -6.19293
F 3.61237 1.76835 -3.75489
F 1.40529 2.90051 -4.16722
O 2.17935 -0.48902 -2.13927
```

* molecular weight: 811.0 g mol⁻¹
* largest force on an atom: 0.498 eV Å⁻¹
* highest occupied orbital energy (spin up / spin down): -6.554 / -8.358 eV
* frontier orbital gap (spin up / spin down): 5.337 / 6.318 eV
* expectation value of S²: 2.090
* E: -3420.5324 Ha
* multiplicity: 3

From a natural (NBO) analysis of the wavefunction, the atomic charges in e read: 1.769 -0.298 -0.161 -0.252 0.382 -0.564 0.038 -0.533 0.379 -0.636 0.279 -0.634 0.382 -0.260 -0.137 -0.253 0.098 -0.492 -0.168 -0.190 -0.210 -0.218 -0.185 -0.020 0.232 0.220 0.233 0.244 0.232 0.224 0.232 0.249 0.212 0.214 0.214 0.231 -0.658 0.775 -0.551 -0.217 -0.122 -0.257 0.196 0.039 -0.092 -0.446 0.153 0.171 -0.201 -0.137 -0.219 0.070 -0.464 0.486 0.242 0.223 0.401 0.210 0.182 0.227 0.229 0.233 0.218 -0.683 2.654 -0.677 -0.639 -0.617 -0.687 -0.895